{"formula": "C38H32F5P2Y", "method": "the ωB97M-V functional and the def2-TZVPD basis", "total_charge": 2, "energy_ev": -73117.22655, "orbital_gap_ha": [0.235, 0.235], "homo_ev": [-14.0280, -14.0279], "symbols": ["C", "C", "C", "C", "C", "C", "P", "C", "C", "C", "C", "C", "C", "Y", "P", "C", "C", "C", "C", "C", "C", "C", "C", "C", "C", "C", "C", "C", "C", "C", "C", "C", "C", "C", "C", "C", "C", "C", "C", "H", "H", "H", "H", "H", "H", "H", "H", "H", "H", "H", "H", "H", "H", "H", "H", "H", "H", "H", "H", "H", "H", "H", "H", "H", "H", "H", "H", "H", "H", "H", "H", "F", "C", "F", "C", "F", "F", "F"], "xyz": [[1.196, -2.847, -2.697], [0.052, -3.101, -1.912], [-1.047, -3.784, -2.465], [-0.979, -4.256, -3.775], [0.170, -4.025, -4.540], [1.249, -3.302, -4.013], [0.032, -2.503, -0.224], [-1.446, -3.258, 0.550], [-2.566, -2.442, 0.762], [-3.683, -2.982, 1.390], [-3.700, -4.324, 1.764], [-2.600, -5.140, 1.518], [-1.461, -4.604, 0.921], [0.155, -0.086, 1.174], [-0.026, 2.521, -0.013], [-1.100, 3.119, -1.320], [-0.613, 3.850, -2.416], [-1.493, 4.324, -3.393], [-2.862, 4.045, -3.298], [-3.352, 3.263, -2.242], [-2.475, 2.798, -1.264], [-0.570, 3.369, 1.539], [0.250, 3.224, 2.665], [-0.230, 3.631, 3.904], [-1.466, 4.267, 4.003], [-2.229, 4.491, 2.858], [-1.784, 4.053, 1.622], [1.593, 3.295, -0.302], [2.722, 2.467, -0.415], [3.974, 3.031, -0.645], [4.107, 4.410, -0.797], [2.992, 5.241, -0.680], [1.731, 4.688, -0.426], [1.460, -3.303, 0.575], [2.167, -4.360, -0.012], [3.300, -4.870, 0.618], [3.727, -4.332, 1.834], [3.017, -3.291, 2.428], [1.867, -2.784, 1.816], [1.260, 2.813, 2.578], [0.385, 3.487, 4.791], [-1.813, 4.611, 4.980], [-3.168, 5.022, 2.921], [-2.353, 4.246, 0.723], [0.448, 4.080, -2.499], [-1.105, 4.922, -4.224], [-3.554, 4.439, -4.043], [-4.419, 3.029, -2.172], [-2.854, 2.215, -0.427], [2.609, 1.381, -0.343], [4.844, 2.382, -0.718], [5.081, 4.837, -1.008], [3.086, 6.320, -0.794], [0.851, 5.334, -0.359], [1.829, -4.776, -0.955], [3.841, -5.694, 0.161], [4.603, -4.738, 2.337], [3.332, -2.871, 3.384], [1.276, -2.015, 2.362], [-2.568, -1.391, 0.434], [-4.544, -2.338, 1.565], [-4.579, -4.727, 2.258], [-2.606, -6.185, 1.794], [-0.575, -5.211, 0.755], [-1.934, -3.958, -1.858], [-1.826, -4.812, -4.187], [0.225, -4.413, -5.556], [2.136, -3.110, -4.622], [2.041, -2.317, -2.258], [0.017, 0.129, -1.750], [0.771, 0.073, -1.656], [-1.642, -1.721, 3.842], [-0.937, -0.678, 3.335], [-1.870, 0.392, 3.158], [0.260, -0.334, 3.889], [0.982, -1.307, 4.522], [1.613, 0.386, 2.477], [0.255, 0.775, 4.647]], "forces_ev_per_a": [[-0.414, -0.131, -0.101], [-0.012, 0.160, -0.943], [0.333, 0.135, 0.152], [0.229, 0.080, 0.017], [-0.125, 0.055, 0.183], [-0.076, -0.081, 0.168], [-0.343, -1.272, 0.429], [0.300, 0.394, -0.100], [0.252, -0.250, 0.210], [-0.190, 0.281, -0.108], [-0.095, 0.180, 0.004], [0.326, 0.196, -0.144], [-0.147, 0.177, 0.120], [-0.202, 0.753, -1.707], [0.350, 1.314, 0.834], [-0.745, -0.204, -0.802], [-0.174, 0.039, 0.085], [-0.267, -0.116, 0.135], [0.215, -0.063, 0.149], [0.119, 0.077, -0.002], [0.347, 0.188, -0.243], [0.077, -0.147, -0.520], [-0.246, -0.260, 0.027], [0.094, 0.335, 0.056], [0.046, -0.077, 0.112], [0.115, 0.151, 0.234], [0.249, -0.330, 0.108], [0.424, -0.380, -0.199], [-0.246, 0.521, -0.012], [0.048, -0.172, -0.047], [-0.260, -0.117, 0.112], [-0.460, -0.238, 0.068], [0.240, -0.055, -0.023], [-0.024, 0.096, 0.177], [0.071, 0.234, 0.248], [-0.140, 0.128, 0.217], [-0.102, 0.013, -0.090], [-0.336, 0.248, 0.263], [0.256, -0.229, -0.231], [-0.326, 0.021, 0.024], [-0.124, 0.118, -0.166], [0.033, -0.122, -0.341], [-0.032, 0.050, 0.073], [-0.100, -0.029, 0.141], [-0.280, -0.094, -0.008], [-0.180, -0.269, 0.337], [0.228, -0.149, 0.183], [0.450, 0.113, -0.057], [-0.049, 0.040, -0.129], [0.154, 0.211, 0.005], [-0.124, 0.181, -0.027], [-0.063, -0.034, 0.057], [0.025, -0.287, 0.029], [0.326, -0.193, 0.077], [0.099, 0.057, 0.087], [-0.052, 0.108, 0.089], [-0.177, 0.130, -0.171], [-0.006, -0.201, -0.243], [0.490, -0.695, -0.453], [-0.082, -0.331, 0.047], [0.111, -0.259, 0.039], [0.130, 0.031, -0.107], [-0.084, 0.026, 0.046], [-0.167, -0.016, 0.032], [0.190, -0.002, -0.218], [0.354, 0.211, 0.085], [-0.014, 0.130, 0.203], [-0.345, -0.104, 0.224], [-0.102, -0.094, -0.183], [0.553, -0.010, -0.021], [-0.474, 0.058, -0.173], [1.341, 0.460, -1.218], [-3.004, 0.031, 0.596], [2.016, -1.160, -0.237], [-0.399, -0.363, 6.838], [-1.063, 2.084, -2.388], [0.023, -0.251, 0.312], [1.238, -1.032, -2.225]]}